(1)
This record from the Open Molecules 2025 dataset describes C19H23KN7O3S as an isolated structure. The level of theory is the ωB97M-V functional and the def2-TZVPD basis.

```
54
Properties=species:S:1:pos:R:3:lowdin_charge:R:1
K 0.356 -0.411 -2.169 0.791
O 2.755 0.609 -2.350 -0.148
C 3.116 1.976 -2.481 -0.181
C 1.904 2.874 -2.425 -0.261
C 2.106 4.248 -2.330 -0.017
C 1.011 5.089 -2.308 -0.048
C -0.260 4.533 -2.372 -0.053
C -0.362 3.159 -2.455 -0.128
N 0.689 2.333 -2.487 0.053
H 3.551 0.085 -2.480 0.106
H 3.627 2.153 -3.433 0.137
H 3.800 2.273 -1.680 0.132
H 3.113 4.643 -2.274 0.122
H 1.144 6.160 -2.240 0.115
H -1.148 5.148 -2.357 0.109
H -1.336 2.682 -2.497 0.109
N -2.936 -0.619 -2.416 0.042
N -3.346 -1.950 -2.325 -0.014
C -2.433 -2.949 -2.329 -0.387
N -2.873 -4.189 -2.130 0.209
N -1.179 -2.560 -2.524 0.068
N -0.153 -3.417 -2.398 -0.445
O -0.299 -4.606 -2.119 0.041
O 0.952 -2.902 -2.541 -0.047
H -2.828 -0.200 -1.497 0.054
H -3.592 -0.105 -2.987 0.097
H -4.262 -2.159 -1.957 0.151
H -3.856 -4.391 -2.074 0.124
H -2.185 -4.927 -2.115 0.097
N -1.156 -0.197 0.152 -0.416
S 0.046 0.281 1.060 0.978
C -0.582 0.797 2.655 -0.398
C -0.701 2.160 2.881 -0.083
C -1.268 2.604 4.068 -0.065
C -1.713 1.684 5.006 -0.063
C -1.590 0.320 4.769 -0.060
C -1.020 -0.132 3.589 -0.073
C 1.024 -1.138 1.592 -0.404
C 0.769 -2.369 1.012 -0.091
C 1.566 -3.459 1.342 -0.055
C 2.607 -3.303 2.244 -0.063
C 2.858 -2.060 2.816 -0.061
C 2.072 -0.969 2.487 -0.079
H -1.778 -0.795 0.698 0.004
H -0.353 2.865 2.136 0.108
H -1.361 3.664 4.259 0.111
H -2.153 2.031 5.932 0.111
H -1.932 -0.393 5.507 0.112
H -0.904 -1.193 3.406 0.117
H -0.046 -2.468 0.304 0.084
H 1.374 -4.420 0.883 0.113
H 3.229 -4.151 2.500 0.111
H 3.672 -1.940 3.519 0.112
H 2.264 0.001 2.933 0.119
```

Summary:
**Total charge**: +1
**Relative energy (zero: lowest compared OMol25 entry of this formula, charge and spin)**: 2.1 kcal/mol
**E_tot**: -63801.5981 eV
**Frontier orbital gap**: 9.34 eV

---

(2)
This record from the Open Molecules 2025 dataset describes an isolated molecule of C19H23N3O2 in a non-equilibrium geometry. The level of theory is the ωB97M-V functional and the def2-TZVPD basis.

```
47
Properties=species:S:1:pos:R:3:lowdin_charge:R:1
C -1.770 4.375 1.320 -0.111
C -0.929 3.108 1.247 -0.262
C -1.768 1.905 0.825 -0.141
C -0.966 0.643 0.699 -0.196
N 0.332 0.742 0.927 0.191
C 1.115 -0.323 0.812 -0.259
N 2.432 -0.164 1.108 0.062
C 2.989 1.164 1.237 -0.106
C 2.978 1.911 -0.062 -0.274
C 3.300 1.523 -1.330 -0.026
C 3.046 2.641 -2.163 -0.063
C 2.590 3.621 -1.338 -0.126
O 2.543 3.187 -0.068 0.036
C 0.598 -1.586 0.437 -0.105
C 1.468 -2.674 0.277 -0.206
N 2.220 -3.533 0.135 0.171
C -0.778 -1.699 0.210 -0.095
C -1.575 -0.568 0.345 -0.087
C -3.050 -0.647 0.064 -0.151
O -3.546 -1.946 -0.140 -0.075
C -2.715 -2.802 -0.917 -0.564
C -3.480 -4.121 -1.024 -0.014
C -2.449 -2.235 -2.317 -0.007
C -1.389 -3.013 -0.168 -0.054
H -2.579 4.260 2.039 0.070
H -1.158 5.220 1.626 0.068
H -2.207 4.603 0.349 0.071
H -0.114 3.241 0.535 0.094
H -0.481 2.903 2.220 0.111
H -2.571 1.742 1.550 0.126
H -2.248 2.109 -0.138 0.129
H 3.052 -0.906 0.821 0.128
H 2.380 1.725 1.950 0.125
H 4.006 1.065 1.625 0.131
H 3.670 0.566 -1.637 0.109
H 3.187 2.700 -3.222 0.099
H 2.281 4.630 -1.524 0.118
H -3.619 -0.259 0.917 0.136
H -3.283 -0.007 -0.805 0.134
H -3.757 -4.464 -0.031 0.088
H -2.867 -4.876 -1.507 0.089
H -4.389 -3.973 -1.600 0.088
H -3.389 -1.941 -2.779 0.094
H -1.792 -1.369 -2.275 0.087
H -1.978 -2.994 -2.935 0.091
H -0.692 -3.597 -0.772 0.130
H -1.590 -3.578 0.748 0.147
```

Summary:
**Total charge**: 0
**Relative energy (zero: lowest compared OMol25 entry of this formula, charge and spin)**: 45.3 kcal/mol
**E_tot**: -28641.6349 eV
**SMILES**: CCCc1nc(NCc2ccco2)c(C#N)c2c1COC(C)(C)C2
**Frontier orbital gap**: 8.85 eV

---

(3)
This record from the Open Molecules 2025 dataset describes an isolated molecule of C19H23N3O3S in a non-equilibrium geometry. The level of theory is the ωB97M-V functional and the def2-TZVPD basis.

```
49
Properties=species:S:1:pos:R:3:lowdin_charge:R:1
O -1.101 4.218 -0.408 -0.287
S 0.266 3.798 -0.564 0.673
O 1.274 4.473 0.202 -0.282
C 0.364 2.052 -0.270 -0.280
C 1.614 1.439 -0.240 -0.041
C 1.679 0.086 -0.027 0.007
C 0.472 -0.630 0.149 -0.314
N 0.492 -1.965 0.325 0.096
C -0.682 -2.759 0.649 -0.264
C -0.763 -3.979 -0.269 -0.138
C 0.209 -5.064 0.181 -0.190
C -0.193 -5.560 1.565 -0.148
C -0.369 -4.431 2.542 -0.173
C -0.297 -4.688 3.907 -0.042
C -0.476 -3.680 4.835 -0.085
C -0.735 -2.388 4.405 -0.081
C -0.812 -2.122 3.053 -0.026
C -0.635 -3.134 2.114 -0.123
N -0.721 -0.024 0.121 0.126
C -0.764 1.279 -0.082 -0.116
N 0.765 3.839 -2.174 -0.234
C 1.478 5.035 -2.581 -0.170
C 0.499 6.162 -2.915 -0.184
O -0.423 5.750 -3.901 -0.127
C -1.178 4.643 -3.456 -0.189
C -0.267 3.457 -3.117 -0.166
H 2.496 2.045 -0.373 0.121
H 2.624 -0.435 0.011 0.110
H 1.388 -2.406 0.457 0.144
H -1.533 -2.095 0.469 0.139
H -0.550 -3.668 -1.293 0.117
H -1.780 -4.377 -0.239 0.123
H 0.200 -5.894 -0.528 0.111
H 1.226 -4.666 0.212 0.109
H 0.550 -6.264 1.948 0.117
H -1.142 -6.101 1.489 0.126
H -0.094 -5.696 4.241 0.111
H -0.414 -3.900 5.890 0.101
H -0.877 -1.594 5.123 0.102
H -1.014 -1.119 2.705 0.109
H -1.744 1.735 -0.088 0.120
H 2.081 4.784 -3.460 0.133
H 2.126 5.320 -1.753 0.113
H -0.034 6.454 -1.998 0.130
H 1.022 7.026 -3.329 0.129
H -1.754 4.913 -2.561 0.114
H -1.856 4.389 -4.273 0.129
H 0.228 3.093 -4.024 0.133
H -0.846 2.649 -2.669 0.117
```

Summary:
**Total charge**: 0
**Relative energy (zero: lowest compared OMol25 entry of this formula, charge and spin)**: 55.3 kcal/mol
**E_tot**: -41524.3060 eV
**SMILES**: O=S(=O)(c1ccc(N[C@H]2CCCc3ccccc32)nc1)N1CCOCC1
**Frontier orbital gap**: 9.03 eV

---

(4)
This record from the Open Molecules 2025 dataset describes an isolated molecule of C19H23N3O4S in a non-equilibrium geometry. The level of theory is the ωB97M-V functional and the def2-TZVPD basis.

```
50
Properties=species:S:1:pos:R:3:lowdin_charge:R:1
C 0.328 2.942 -3.496 -0.088
C 1.406 1.939 -3.911 -0.209
C 1.776 1.071 -2.745 -0.247
C 2.718 1.491 -1.815 -0.027
C 3.010 0.740 -0.691 -0.004
C 2.348 -0.463 -0.481 -0.219
N 2.507 -1.232 0.687 0.140
C 2.975 -0.811 1.893 -0.431
O 3.718 0.131 2.064 0.082
C 2.298 -1.527 3.080 -0.292
C 3.181 -1.543 4.316 -0.038
N 1.107 -0.706 3.331 0.068
C 0.188 -0.549 2.305 -0.263
C -0.358 -1.666 1.659 -0.019
C -1.196 -1.508 0.576 -0.068
C -1.505 -0.232 0.142 -0.306
S -2.450 -0.022 -1.335 0.693
O -2.145 1.233 -1.957 -0.296
O -2.422 -1.200 -2.141 -0.263
N -4.058 0.222 -0.778 -0.007
C -4.710 -0.700 -0.018 -0.563
C -6.179 -0.415 0.198 0.008
O -4.128 -1.649 0.448 0.079
C -1.044 0.886 0.808 -0.036
C -0.210 0.729 1.895 0.006
C 1.427 -0.911 -1.424 -0.026
C 1.140 -0.147 -2.537 -0.031
H 0.706 3.599 -2.715 0.074
H 0.029 3.550 -4.347 0.069
H -0.545 2.419 -3.112 0.043
H 1.025 1.319 -4.725 0.109
H 2.287 2.477 -4.271 0.108
H 3.233 2.429 -1.966 0.116
H 3.732 1.087 0.029 0.100
H 1.935 -2.066 0.686 0.127
H 1.985 -2.540 2.818 0.136
H 2.598 -1.815 5.191 0.083
H 3.619 -0.558 4.463 0.080
H 3.987 -2.259 4.186 0.086
H 1.387 0.184 3.731 0.136
H -0.116 -2.657 2.011 0.120
H -1.617 -2.349 0.052 0.119
H -4.545 1.010 -1.173 0.125
H -6.703 -0.471 -0.754 0.087
H -6.591 -1.154 0.879 0.087
H -6.312 0.581 0.613 0.084
H -1.310 1.864 0.438 0.120
H 0.181 1.595 2.409 0.119
H 0.917 -1.852 -1.275 0.112
H 0.399 -0.496 -3.239 0.117
```

Summary:
**Total charge**: 0
**Relative energy (zero: lowest compared OMol25 entry of this formula, charge and spin)**: 35.0 kcal/mol
**E_tot**: -43572.8097 eV
**SMILES**: CCc1ccc(NC(=O)[C@@H](C)Nc2ccc(S(=O)(=O)NC(C)=O)cc2)cc1
**Frontier orbital gap**: 8.65 eV